The following is a quantum chemistry calculation of a structure of composition C24H36N9O5S3Sn, from OMol25.

Geometry (Å):
Sn (-0.8726, 0.2907, -0.7307)
C (3.8266, -0.2894, -1.6930)
N (3.5230, 0.3427, -0.4133)
C (4.5535, 0.2669, 0.6158)
C (2.2943, 0.7784, -0.1595)
O (1.3931, 0.7452, -1.0127)
C (2.0132, 1.3463, 1.2192)
O (0.6342, 1.5985, 1.2837)
C (0.2257, 2.2236, 2.4706)
C (-1.1901, 2.7586, 2.2514)
O (-1.7047, 2.7158, 1.1405)
N (-1.8096, 3.2700, 3.3325)
C (-1.2469, 3.2343, 4.6731)
C (-3.1941, 3.7007, 3.2150)
H (4.6794, 0.2120, -2.1500)
H (4.0679, -1.3402, -1.5258)
H (2.9620, -0.2169, -2.3438)
H (5.5181, 0.1753, 0.1229)
H (4.5758, 1.1698, 1.2230)
H (4.4015, -0.6059, 1.2560)
H (2.3322, 0.6386, 1.9918)
H (2.5842, 2.2779, 1.3395)
H (0.2446, 1.5159, 3.3073)
H (0.8919, 3.0594, 2.7218)
H (-0.1634, 3.3120, 4.6518)
H (-1.6229, 4.0900, 5.2308)
H (-1.5293, 2.3240, 5.2080)
H (-3.4111, 3.9320, 2.1775)
H (-3.8766, 2.9168, 3.5526)
H (-3.3472, 4.5875, 3.8278)
O (1.3479, -1.3989, 2.8394)
C (2.2259, -2.1813, 2.1699)
C (3.3258, -2.6619, 2.8814)
C (4.2639, -3.4605, 2.2597)
C (4.1255, -3.7993, 0.9142)
C (3.0395, -3.3259, 0.2080)
C (2.0791, -2.5068, 0.8118)
C (0.9519, -1.9747, 0.0149)
O (0.1238, -1.1564, 0.6120)
N (0.8533, -2.3018, -1.2410)
N (-0.2412, -1.6641, -1.8267)
C (-0.4884, -1.9985, -3.0425)
S (0.5754, -2.9994, -3.9880)
C (-0.4976, -3.0014, -5.4561)
C (-1.2991, -1.7126, -5.4718)
S (-1.9663, -1.4898, -3.8035)
H (0.6357, -1.1766, 2.1969)
H (3.4095, -2.4012, 3.9283)
H (5.1076, -3.8310, 2.8275)
H (4.8552, -4.4346, 0.4317)
H (2.9023, -3.5792, -0.8351)
H (-1.1503, -3.8722, -5.4151)
H (0.1478, -3.0788, -6.3300)
H (-2.1390, -1.7701, -6.1621)
H (-0.6808, -0.8488, -5.7161)
N (-1.9134, 3.1699, -1.9111)
N (-1.2933, 3.8121, -2.9746)
C (-0.4843, 3.1510, -3.8349)
N (0.0232, 3.9263, -4.8159)
S (-0.0966, 1.5301, -3.7357)
H (-2.9137, 3.3121, -1.9506)
H (-1.5464, 3.4638, -1.0125)
H (-1.3395, 4.8193, -3.0316)
H (-0.3054, 4.8605, -4.9893)
H (0.6039, 3.4820, -5.5032)
N (-2.3503, -3.2831, -0.0188)
C (-3.1515, -2.3712, 0.6063)
C (-4.2080, -2.7816, 1.4369)
C (-5.0109, -1.8262, 2.0089)
C (-4.7664, -0.4749, 1.7577)
C (-3.7103, -0.1643, 0.9338)
N (-2.9127, -1.0781, 0.3652)
H (-2.3448, -4.2275, 0.3229)
H (-1.4840, -2.9392, -0.4012)
H (-4.3771, -3.8357, 1.6110)
H (-5.8297, -2.1246, 2.6507)
H (-5.3807, 0.3028, 2.1867)
H (-3.4681, 0.8715, 0.7081)

Calculated values
Net charge: +1
DFT total energy, Ha: -3213.9166
Highest occupied orbital energy, eV: -10.08
Energy relative to the best compared isomer or geometry (same formula, charge and spin), kJ/mol: 19.6
Molar mass, g mol⁻¹: 745.5